1.
This record from the Open Molecules 2025 dataset describes a cluster of 9 separate species, C62H73BBrClN11O7P in total. The level of theory is wB97M-V/def2-TZVPD.

SMILES string	CCNc1c(COCC)c(CCP(=O)(OCC)OCC)c(Cl)c2nc(CB(O)O)c(CC(=O)Br)nc12.c1ccncc1.c1ccncc1.c1ccncc1.c1ccncc1.c1ccncc1.c1ccncc1.c1ccncc1.c1ccncc1
gap between HOMO and LUMO	7.211	eV

Element x y z (Å)
C  -3.25459  6.25147  4.03979
H  7.26351  -8.39420  -2.36989
C  -5.13414  13.23649  7.73169
H  -3.05675  15.16533  5.89840
C  -2.14865  -6.64354  -3.36376
H  -4.11435  -11.51539  -2.38688
C  -3.04945  0.55599  -4.97387
H  2.05048  -5.25024  -2.71778
N  4.13889  -0.11124  -2.03982
H  10.55237  -3.82800  -1.19000
H  -1.90607  -1.97483  1.38279
C  -5.17484  0.79325  9.38104
H  -3.37020  0.92246  -5.94323
H  -1.26580  6.12968  1.44915
C  0.29893  5.08138  0.39862
H  10.33254  -4.04258  0.64730
H  -4.98147  -0.22702  9.69414
H  8.01260  -2.49119  0.07625
C  -2.00503  -2.25215  0.26211
C  2.63545  -5.19255  -1.72331
C  -3.70503  -8.78968  0.23370
H  -2.58001  -2.27988  -3.20019
H  -7.15856  2.65317  7.38075
H  -3.62759  1.66090  10.60737
H  1.76745  1.68075  -2.28217
H  0.16392  -6.39521  -3.11108
H  -3.94057  12.76289  1.36813
C  -4.84223  4.12999  4.65037
H  -5.36144  -11.70450  -0.23329
C  6.76913  0.36783  -1.89510
C  -4.33002  10.80847  0.54267
H  -0.53653  -8.04122  -2.68345
C  9.01340  1.30565  -3.03354
C  0.32786  -5.82501  -8.80130
C  5.84507  -6.06475  -1.65481
C  -2.65637  1.44360  -3.98212
C  -4.42018  1.83958  9.89152
H  7.37250  -7.89633  0.72337
C  -4.71180  -10.85910  -0.42331
C  5.26676  0.75740  -2.00963
H  -0.74004  -3.55387  -5.94301
O  -0.76667  -6.60838  -1.16054
C  -4.61999  12.33274  5.59128
N  -3.38378  5.28104  3.11966
H  1.94475  -3.92496  -0.02077
C  -2.25661  -3.84033  0.22127
C  6.89966  -8.68597  -1.30940
H  1.32014  -4.12154  -9.66130
H  -4.70708  11.56354  4.83231
C  -1.97924  4.39254  0.40444
C  0.58418  3.99231  -0.41289
H  8.54736  1.20156  -0.86784
C  -6.17997  1.06852  8.46535
C  -1.00746  5.28986  0.81674
C  -4.02115  -10.75366  -1.61913
H  4.72651  2.76950  -1.05817
H  -1.96621  -6.15794  -4.38390
H  0.60742  -6.51315  -9.58939
C  -2.61152  -1.22493  -3.45604
C  1.65861  -4.96282  -0.44487
C  -4.54689  -9.85482  0.51977
H  -2.75787  -4.21664  -0.73188
C  -3.06045  -8.77279  -0.99341
C  10.01431  -3.41447  -0.27179
C  -4.30948  9.44538  0.80316
C  -3.89411  9.02426  2.05603
H  -6.78887  0.27652  8.04747
H  -2.71036  -7.62996  -3.57563
H  -2.86801  -1.62885  -0.15776
O  -0.58623  -4.17030  -2.08272
H  -4.17764  15.12860  8.12816
C  5.34448  -4.54964  -1.73527
H  0.63084  -2.60548  -7.80139
H  -4.65042  11.17757  -0.42572
H  1.91924  -5.74375  0.35208
H  -4.25676  3.47233  2.68287
C  -6.38659  2.38774  8.09608
C  6.43010  -3.45497  -1.76950
C  -4.17197  4.24286  3.44327
H  -5.46718  3.26990  4.85683
H  8.39978  -3.29767  -2.42278
C  0.34171  -3.64908  -7.80525
C  6.09685  -1.92746  -1.86286
Br  10.91208  1.76447  -2.54534
N  -3.50602  9.85807  3.03473
C  0.72217  -4.49502  -8.83699
C  3.52461  -2.59742  -1.91312
H  -2.99165  -4.06692  1.08778
C  7.29886  -7.45093  -0.34344
H  -2.66214  2.51300  -4.15314
H  3.06845  1.27548  -4.51914
H  1.08777  5.76156  0.70191
H  1.59024  3.79928  -0.75616
N  -3.20224  -9.73361  -1.92244
C  4.62846  -1.45624  -1.94035
N  -1.73230  3.33052  -0.38181
H  -2.75841  -5.90896  -2.73585
C  4.92019  2.33878  -2.11195
H  -4.60983  8.72689  0.05062
O  8.69941  0.90222  -4.16799
C  -0.45644  3.15388  -0.77399
H  -3.32692  -1.52745  -5.46125
H  -0.28306  2.29195  -1.40934
C  -4.68942  5.14604  5.58311
H  -1.93408  1.57813  -1.95551
C  -0.42052  -4.17452  -6.77425
H  6.70985  -6.15210  -2.42126
H  -1.00144  -1.93622  -0.21118
N  -5.67256  3.41930  8.57574
C  -5.28959  12.22094  6.79918
H  7.57823  2.52964  -1.67778
H  -2.61379  7.07879  3.75192
N  -3.83058  13.36928  5.26750
H  -3.21326  11.82266  3.56198
C  -2.25358  0.92587  -2.76136
C  7.95474  1.46546  -1.82770
H  -3.55262  -7.98954  0.94745
C  -0.72153  -6.89960  -2.59958
H  7.44761  -9.65751  -1.03854
H  -3.01303  4.51182  0.70818
H  -3.86409  7.96954  2.30925
H  5.70987  2.92346  -2.69351
H  -2.39598  -7.96246  -1.26852
H  -5.06956  -9.90213  1.46914
H  5.03888  -6.79277  -2.02107
B  3.51751  2.37098  -2.97983
H  -5.19698  5.09300  6.54065
H  -5.64064  13.18476  8.68946
H  10.37764  -2.34250  -0.04169
H  -4.14738  3.97661  9.83460
H  5.75982  -8.87782  -1.32299
O  3.52160  2.15577  -4.43006
P  -0.17515  -5.00933  -0.86439
C  -4.32231  14.31896  7.42374
O  6.32119  -6.38358  -0.30566
C  -3.87944  6.22998  5.27610
C  -3.69867  14.33926  6.18692
H  -0.77244  -7.28265  -7.65662
H  8.37270  -7.08103  -0.57890
C  -0.43664  -6.25286  -7.72793
N  7.87394  -3.83171  -1.70159
N  -2.22465  -0.38806  -2.47966
H  -3.73693  7.03993  5.98061
N  -0.81705  -5.45639  -6.71612
O  -1.00350  -4.50033  0.55996
C  8.40679  -3.48529  -0.34873
H  -5.91578  11.36203  7.00595
C  -4.70734  3.12493  9.46160
H  3.07519  -6.25367  -1.58228
C  -3.53357  11.17233  2.75584
O  2.21608  2.56194  -2.37377
Cl  1.75831  -2.07660  -2.03652
C  3.82958  -4.10138  -1.79141
C  -3.02739  -0.80689  -4.71013
N  7.18716  -0.99258  -1.84420
H  8.05488  -4.29556  0.40047
C  -3.93590  11.69318  1.53653

2.
This record from the Open Molecules 2025 dataset describes a structure of composition C62H80NO5. The level of theory is wB97M-V/def2-TZVPD.

gap between HOMO and LUMO	7.903	eV
net charge	+1

Element x y z (Å)
H  -10.74848  0.56430  -0.25385
C  9.79086  -0.86770  1.45681
C  -7.90022  -2.80235  -3.68378
H  1.17233  4.05847  -2.09825
C  1.41407  -0.03353  7.00954
C  2.78959  3.52597  1.01416
C  3.43908  6.62705  -3.87274
H  -2.68005  -0.08762  -3.55765
C  -12.24766  -2.45820  0.01516
H  -4.00110  0.50813  -2.48118
H  6.36844  1.71176  0.38376
C  -6.60258  -2.49806  -3.29864
H  2.98957  3.28518  -3.57883
H  1.70592  2.78459  5.14930
O  -3.58956  -1.22546  -0.55892
C  3.64787  5.26810  -4.06257
C  0.33129  0.44473  -4.59897
H  1.73090  0.35829  0.95988
H  4.44326  4.92788  -4.71217
H  4.83564  3.11554  2.55673
C  -7.35775  -5.14387  -3.63993
C  5.27130  3.14418  1.55465
H  0.11559  1.52027  3.33464
H  -0.51070  0.14406  1.54613
C  0.02290  1.44766  -3.69074
H  -2.61141  -1.28587  2.60372
C  1.60798  1.36652  0.56470
C  2.23672  -0.65825  -3.52897
H  8.19861  2.99474  1.06150
H  9.49556  0.95584  0.36846
H  -5.34157  -5.63035  -3.09155
C  -3.02352  0.02904  -2.53496
H  2.05174  -2.21507  -6.52714
H  -2.38944  -2.43222  0.59430
H  -8.94434  -0.85797  -1.17366
H  -1.12355  1.77834  -7.34969
C  1.20813  0.54678  8.25296
C  -10.88461  -0.50738  -0.32391
C  -1.10419  2.69073  -5.41035
C  -9.87256  -1.30541  -0.83940
H  0.34787  1.35310  -2.65688
H  7.63428  3.11832  2.74968
C  1.81142  4.78405  -2.59070
H  -13.17410  -2.90748  0.34814
C  9.60102  -2.13892  3.44813
H  -0.01402  0.91201  -0.61533
H  1.75242  0.31647  4.92191
O  0.69546  3.03964  2.05181
C  1.58951  0.77191  5.89285
H  -9.25923  -3.29894  -1.33397
H  2.95080  4.36309  1.69498
C  -5.67926  -3.51345  -3.08351
H  -4.16228  -1.17502  1.82193
H  2.91525  -0.05568  -2.93759
H  -2.35924  2.50573  0.98089
C  0.11357  -1.77563  -3.78630
H  -0.00209  2.49183  -0.11613
C  -0.08292  0.56877  -5.91805
H  4.07102  7.34622  -4.37630
H  2.20080  1.47186  -0.34041
C  2.41925  7.06461  -3.03970
H  -6.31220  -1.46206  -3.16348
C  8.94356  0.37392  1.11129
C  -3.13304  -0.81324  1.77048
C  1.91394  2.45248  1.62355
C  -3.07878  -1.29364  -1.83163
H  -1.11893  2.67841  2.84140
H  -2.38950  1.12133  -0.08609
H  -11.37007  -4.32746  -0.56515
H  9.52711  1.63460  2.74826
C  -6.05891  -4.83696  -3.25664
C  1.36075  2.73446  7.26465
H  -2.33128  0.67293  -1.98770
C  -12.07350  -1.08393  0.10133
C  0.49994  -2.20940  -5.04689
C  -0.26653  2.09984  2.48856
H  1.44092  -1.11100  6.91254
C  -10.04758  -2.67921  -0.92958
O  10.12395  -3.21241  3.27292
C  1.75132  -1.87269  -5.54582
C  0.98568  -0.99944  -3.03222
C  -2.59090  -1.36491  0.46745
H  1.01808  2.37882  9.35029
H  -1.39523  -5.74880  0.33916
H  9.31161  -1.78400  1.10989
C  2.83244  4.34560  -3.42317
H  2.25738  8.12395  -2.89226
C  6.31779  2.02622  1.42986
O  -2.69476  -2.32698  -2.32362
H  -9.29149  -4.36603  -4.14868
H  8.04466  0.69484  3.02309
H  7.73267  -2.79034  4.17521
C  -0.73563  1.18791  1.32891
C  8.41489  -1.96092  4.35371
C  8.60422  1.28112  2.29052
H  -2.57773  -7.93542  3.82094
H  -1.64848  -0.91155  0.14088
C  -2.15546  -7.04623  3.37220
C  1.56393  2.15459  6.02062
H  -12.86477  -0.46220  0.49934
H  0.68917  -0.66446  -2.04147
H  -4.16028  1.10928  1.71816
C  4.14502  3.02237  0.50749
H  4.42249  3.62094  -0.36214
O  10.08157  -1.00239  2.86028
H  4.11185  1.98466  0.16551
C  -2.03230  -6.95815  1.99244
C  1.60615  6.14294  -2.39548
H  10.75000  -0.80687  0.94298
H  1.34422  3.81152  7.36511
C  -1.73735  -5.99596  4.17733
C  -1.08011  -4.76617  2.22122
N  0.16624  1.52764  0.17813
H  -1.65928  3.56324  -5.72723
H  0.89102  -0.42835  -4.28342
C  -3.15558  0.72437  1.89130
H  -0.86164  -2.02711  -3.38825
C  -1.20022  -4.85346  3.60147
H  1.07164  -0.07875  9.12484
H  8.02652  0.02948  0.62876
H  5.99282  1.17157  2.03225
H  -1.82956  -6.06854  5.25289
H  0.15542  -0.20750  -6.63262
H  0.81334  6.48587  -1.74258
C  -0.69118  2.56995  -4.09263
H  -4.66967  -3.26915  -2.78004
H  8.75448  -2.00753  5.38925
C  -2.18828  1.42386  0.94318
H  -2.90953  1.02083  2.91565
H  -0.87471  -4.03354  4.22980
H  5.78085  4.09646  1.40164
H  -8.61810  -2.00941  -3.84974
H  7.89866  -1.01766  4.19847
H  -0.92287  3.34830  -3.37604
H  -7.65376  -6.17657  -3.77040
H  2.41588  1.99579  2.48708
H  3.59596  -0.84142  -5.17734
H  -2.35581  -7.77938  1.36698
H  -0.65862  -3.87453  1.77067
C  7.71293  2.45950  1.88222
C  -0.80048  1.68761  -6.32134
H  2.21261  3.92096  0.16714
H  -0.17622  -2.81065  -5.64020
C  -8.27810  -4.12719  -3.85313
C  -11.23438  -3.25576  -0.49884
C  -1.49323  -5.81744  1.41495
C  1.17993  1.92896  8.37996
C  2.61983  -1.09842  -4.78799